Entry from the OMol25 dataset: C30H33AsBi as an isolated structure (ωB97M-V/def2-TZVPD).

Structure (XYZ):
```
65
Properties=species:S:1:pos:R:3:forces:R:3
Bi 0.0421 -0.9527 -0.6502 -0.07 -0.23 0.09
As 0.5510 0.1039 1.7957 0.02 0.13 0.00
C -2.7949 1.1502 -1.9115 -0.05 -0.06 0.05
C -1.5630 -0.7058 -3.1526 -0.30 0.36 0.31
C -1.5252 0.4471 -2.2955 0.04 -0.01 -0.22
C -0.4040 3.8000 3.4500 -0.03 0.00 0.01
C 1.8122 -1.0090 2.6821 -0.07 0.02 0.02
C 1.7038 -1.1671 4.0635 0.01 0.01 0.00
C 0.5271 1.9431 2.2744 0.11 -0.05 -0.10
C -0.2436 2.3974 -1.2735 0.00 0.04 0.01
C -1.1995 -0.7166 1.8362 0.04 -0.18 0.09
C 2.6258 -1.9736 4.7109 -0.01 0.01 0.00
C -2.4878 -2.7534 2.0174 0.03 0.00 0.00
C -3.6460 -2.0324 1.7517 -0.03 0.03 -0.01
C 2.1091 -1.1953 -3.9967 0.04 -0.01 0.00
C -2.8729 -1.3911 -3.4083 -0.02 -0.02 -0.02
C 0.6764 4.5763 3.0516 0.00 0.00 0.00
C 0.9437 0.5362 -2.5497 -0.02 0.07 -0.05
C 3.6327 -2.6047 3.9877 0.01 -0.01 0.00
C -2.3688 -0.0020 1.5200 0.12 0.03 -0.03
C 1.6918 4.0333 2.2708 0.02 -0.05 -0.02
C 1.6243 2.7076 1.8748 -0.02 0.07 0.10
C 2.8209 -1.6299 1.9499 0.01 -0.03 0.01
C -0.4616 -2.2057 -4.8270 -0.01 -0.03 -0.03
C -0.4915 2.4699 3.0627 -0.02 0.00 0.02
C 3.7344 -2.4357 2.6133 0.00 -0.01 -0.01
C -3.5860 -0.6643 1.4982 -0.06 -0.04 -0.01
C 0.8692 -0.5973 -3.4060 -0.04 -0.02 0.03
C 2.2337 1.2835 -2.3211 0.01 0.00 -0.01
C -0.2679 1.0830 -2.0029 -0.04 -0.02 -0.06
C -1.2600 -2.1064 2.0581 -0.04 0.05 0.02
C -0.3980 -1.1465 -3.7675 0.34 -0.12 -0.17
H 2.9811 -1.0628 -3.3631 0.01 0.00 0.00
H 2.5633 -2.1051 5.7826 0.00 0.00 0.00
H -0.3653 -2.6605 2.3230 0.01 0.01 0.00
H 3.0562 0.8751 -2.8957 0.00 -0.02 0.00
H -3.3808 -0.9392 -4.2660 0.00 0.00 0.01
H -4.4951 -0.1087 1.3064 -0.01 -0.01 0.00
H -3.5411 -1.3158 -2.5532 0.00 0.00 -0.01
H -1.0562 2.4900 -0.5565 -0.01 0.00 0.01
H 2.5427 4.6372 1.9859 -0.01 0.01 0.00
H 0.7371 5.6102 3.3639 0.00 0.00 0.00
H 1.9862 -2.2581 -4.1893 0.01 0.01 0.01
H 2.5297 1.2978 -1.2694 0.00 0.02 0.00
H 2.9247 -1.4710 0.8810 0.00 0.02 -0.02
H 0.9256 -0.6709 4.6319 0.00 0.00 -0.01
H -0.3281 -3.2063 -4.4043 0.00 0.00 -0.01
H -3.6413 0.7698 -2.4731 -0.01 0.01 0.01
H -3.0326 1.0544 -0.8493 0.03 0.00 -0.05
H 0.6935 2.5692 -0.7509 -0.01 -0.01 -0.02
H 2.4334 2.2745 1.2966 0.00 0.00 0.00
H -1.3217 1.8633 3.4023 0.00 0.00 0.00
H -0.3611 3.2022 -2.0067 0.00 0.00 0.00
H -1.4197 -2.1894 -5.3389 0.00 -0.01 0.00
H 2.1049 2.3212 -2.6324 0.00 0.00 0.00
H -4.6022 -2.5393 1.7511 -0.01 0.02 0.00
H -2.5424 -3.8152 2.2174 0.00 0.00 0.01
H 2.3252 -0.7178 -4.9586 0.00 0.01 0.01
H -2.7322 -2.4450 -3.6340 0.00 0.00 0.00
H 4.3493 -3.2290 4.5043 0.00 0.00 0.00
H 4.5285 -2.9207 2.0624 0.00 0.00 0.00
H -2.6988 2.2138 -2.1293 -0.01 0.01 0.00
H -2.3278 1.0687 1.3538 0.00 0.01 0.04
H -1.1765 4.2250 4.0766 0.00 0.00 0.00
H 0.3139 -2.0601 -5.5753 -0.01 0.00 0.01
```
Forces are in eV/Å.

Charge: +3
Gap between HOMO and LUMO (eV): 6.19
HOMO level (hartree): -0.644

Entry from the OMol25 dataset: C30H33BrN7O5Sn as an isolated structure (ωB97M-V/def2-TZVPD).

Structure (XYZ):
```
77
Properties=species:S:1:pos:R:3:forces:R:3
Sn -0.1848 -0.0670 -0.1590 0.15 -0.56 -0.01
Br 0.4986 -5.8071 6.2659 0.02 0.09 -0.05
O 1.0546 -1.1394 1.2739 -0.11 -0.09 0.16
O -2.4340 -0.1346 -0.3468 -0.23 0.18 -0.24
O 1.9250 -5.0370 -4.4204 0.00 0.00 0.01
O 6.2238 -1.5368 -2.4678 -0.01 0.01 -0.01
O -1.0599 -1.4816 1.1406 -0.09 0.06 0.33
N -1.3732 1.8133 2.2427 0.04 0.03 0.12
N 0.2993 2.5703 1.0305 -0.26 0.29 0.45
N -0.5710 1.5793 1.2703 0.70 -0.26 -0.58
N 1.9256 0.1084 -0.8055 0.00 0.44 -0.10
N 0.0144 -1.4329 -1.8110 -0.38 -0.35 0.08
N -1.0297 3.0090 2.6794 -0.10 0.02 -0.04
N -0.8658 1.4331 -1.6281 0.12 0.20 -0.02
C -3.1747 0.8413 -1.0760 0.03 0.06 -0.01
C -2.1723 1.6779 -1.8272 0.05 -0.02 0.02
C 0.0519 -1.7792 1.7300 -0.04 -0.05 -0.22
C 4.6271 -0.2366 -1.3306 0.00 -0.01 0.00
C -1.0289 -2.0965 -2.3423 0.08 -0.07 -0.01
C -0.6386 -3.5993 4.9065 -0.07 0.02 -0.04
C -0.8606 -3.0705 -3.2979 0.01 0.06 -0.08
C 1.2367 -4.6505 3.7895 -0.01 -0.02 -0.08
C -1.6559 3.4074 -3.3896 -0.01 0.02 -0.02
C -0.0088 3.4722 1.9372 0.00 -0.05 -0.05
C 2.3355 -0.8754 -1.6298 -0.03 0.04 -0.03
C -3.1849 4.1364 3.2973 0.00 -0.04 -0.15
C 0.4254 -3.3821 -3.7305 -0.01 -0.06 0.05
C 1.2651 -1.7094 -2.2300 0.01 0.15 -0.01
C 0.3573 -4.5686 4.8639 0.00 -0.11 0.09
C -2.5964 2.6606 -2.7028 -0.02 -0.05 -0.01
C 2.8424 0.9015 -0.2227 0.01 -0.05 0.00
C -3.1520 4.7904 1.9177 0.03 0.02 0.04
C 0.6908 -4.4498 -4.7520 0.02 0.04 -0.07
C 1.1255 -3.7478 2.7499 0.28 0.23 0.25
C -4.1920 2.9916 3.3595 0.02 0.01 0.04
C 6.0836 -0.4197 -1.6328 0.04 0.01 0.03
C 3.6729 -1.0699 -1.9065 0.00 -0.02 0.02
C 4.1877 0.7643 -0.4683 0.01 0.02 0.00
C -0.7699 -2.7131 3.8544 -0.04 -0.08 0.00
C -0.3057 3.1489 -3.1860 0.01 0.00 -0.04
C 0.0523 2.1576 -2.3046 -0.12 0.01 0.01
C 0.1362 -2.7657 2.7954 -0.11 -0.06 -0.09
C 1.4956 -2.6757 -3.1848 0.02 -0.01 0.02
C -1.7830 3.7054 3.7479 -0.08 0.01 0.12
H 2.0080 -5.4074 3.7795 -0.04 -0.04 -0.03
H -2.0096 -1.8385 -1.9716 0.01 -0.04 0.05
H -3.7625 1.4657 -0.4001 0.03 -0.01 0.03
H -3.8622 2.1314 2.7722 -0.02 0.01 -0.05
H 2.4681 1.6566 0.4516 -0.01 0.04 -0.01
H -3.6561 2.8262 -2.8485 0.00 0.00 0.00
H -4.3449 2.6540 4.3847 0.00 -0.02 0.00
H 2.0944 -5.7957 -4.9901 0.02 0.02 -0.03
H 0.4581 3.7074 -3.7079 0.01 -0.01 0.00
H 6.6233 -0.5344 -0.6848 -0.02 -0.03 0.01
H -1.9702 4.1773 -4.0821 0.00 0.01 0.01
H -3.4818 4.8948 4.0254 0.01 -0.01 0.02
H 6.4534 0.5009 -2.1019 -0.02 0.00 -0.01
H -1.3076 -3.5489 5.7537 -0.02 -0.03 -0.01
H 2.4956 -2.9072 -3.5195 0.00 -0.02 0.02
H 0.4667 4.4281 2.0834 0.00 0.00 0.00
H 1.8162 -3.7932 1.9181 0.01 0.02 0.01
H -2.3797 5.5598 1.8424 -0.02 0.01 -0.01
H 0.7277 -3.9650 -5.7378 -0.06 -0.01 -0.01
H -5.1556 3.3166 2.9692 -0.01 0.01 0.03
H -0.1351 -5.1657 -4.7708 0.02 -0.03 0.07
H -1.5600 -1.9735 3.8667 0.03 0.03 0.01
H -2.9441 -0.5993 0.3324 0.04 -0.01 0.03
H -3.8534 0.3493 -1.7752 0.00 0.02 -0.01
H -1.1749 4.5697 4.0099 0.05 -0.03 -0.01
H 1.0879 1.9197 -2.1159 0.01 0.03 -0.01
H -1.8205 3.0293 4.6003 0.03 0.01 0.01
H -4.1072 5.2673 1.7062 0.00 -0.01 -0.01
H 4.0061 -1.8642 -2.5566 0.00 0.01 -0.01
H -1.7249 -3.5910 -3.6877 0.00 0.00 0.00
H 7.1512 -1.6707 -2.6917 0.00 0.00 0.01
H -2.9799 4.0466 1.1305 0.01 0.01 -0.01
H 4.8884 1.4313 0.0166 -0.01 0.00 0.01
```
Forces are in eV/Å.

Charge: +3
Gap between HOMO and LUMO (eV): 6.52
HOMO level (hartree): -0.556